1 | Computed, not measured: a 2-piece molecular cluster, C6H14O overall, with ωB97M-V/def2-TZVPD.

CARTESIAN COORDINATES (ANGSTROEM)
C  -1.47  -0.83  -1.03
C  -1.13  -0.29  0.36
C  -2.29  0.50  0.94
C  0.14  0.57  0.33
C  1.38  -0.16  -0.12
C  2.65  0.67  -0.14
O  1.46  -1.41  0.42
H  -2.32  -1.51  -0.98
H  -0.62  -1.35  -1.48
H  -1.73  0.00  -1.70
H  -0.93  -1.15  1.02
H  -3.21  -0.10  0.96
H  -2.49  1.39  0.33
H  -2.08  0.84  1.96
H  0.27  1.05  1.32
H  0.04  1.39  -0.39
H  1.29  -0.27  -1.63
H  3.57  0.13  0.12
H  2.61  1.66  0.32
H  2.49  0.66  -1.22
H  2.35  -1.74  0.24

For the HOMO energy, the calculation gives -0.3344 Eh. The molar mass comes out at 102.177 g/mol.



2 | Computed, not measured: one molecule with the formula C6H14O, with ωB97M-V/def2-TZVPD.

CARTESIAN COORDINATES (ANGSTROEM)
C  -2.61  0.63  -0.85
C  -2.31  -0.53  0.11
C  -0.93  -1.16  -0.11
C  0.23  -0.55  0.69
C  1.29  -0.07  -0.28
O  2.39  0.50  0.37
C  3.29  1.03  -0.58
H  -3.66  0.92  -0.82
H  -2.38  0.34  -1.89
H  -2.00  1.52  -0.63
H  -2.42  -0.19  1.15
H  -3.08  -1.30  -0.03
H  -0.98  -2.25  0.05
H  -0.72  -1.04  -1.19
H  0.68  -1.29  1.37
H  -0.10  0.28  1.32
H  1.62  -0.91  -0.92
H  0.83  0.68  -0.96
H  3.68  0.25  -1.25
H  4.12  1.48  -0.03
H  2.80  1.80  -1.19

Its structure (SMILES) is CCCCCOC. For the HOMO energy, the calculation gives -0.3613 Eh. The molar mass comes out at 102.177 g/mol.



3 | Computed, not measured: a 2-piece molecular cluster, C6H14O overall, with ωB97M-V/def2-TZVPD.

CARTESIAN COORDINATES (ANGSTROEM)
C  -1.14  -1.96  0.22
C  -0.01  -1.06  -0.02
C  0.01  0.23  -0.26
C  -1.20  1.05  -0.55
C  1.28  0.94  -0.08
C  2.06  0.66  -1.39
H  -2.10  -1.56  -0.04
H  -1.25  -1.98  1.42
H  -1.20  -2.89  -0.35
H  0.88  -1.69  0.25
H  -1.84  1.43  0.26
H  -0.79  1.98  -1.03
H  -1.89  0.43  -1.08
H  1.07  1.98  0.16
H  1.87  0.74  0.81
H  2.93  1.20  -1.42
H  2.31  -0.34  -1.62
H  1.38  1.02  -2.26
O  -0.70  0.06  2.71
H  -1.10  0.57  2.00
H  -0.56  -0.81  2.26

Its structure (SMILES) is C/C=C(\C)CC.O. For the HOMO energy, the calculation gives -0.3298 Eh. The molar mass comes out at 102.177 g/mol.



4 | Computed, not measured: a 2-piece molecular cluster, C6H14O overall, with ωB97M-V/def2-TZVPD.

CARTESIAN COORDINATES (ANGSTROEM)
C  -0.56  1.86  -1.31
C  -0.93  0.65  -0.89
C  -0.83  0.19  0.54
C  -0.54  -1.30  0.70
C  -0.59  -1.73  2.16
O  -0.39  -3.13  2.22
H  -0.11  2.59  -0.63
H  -0.57  2.15  -2.36
H  -1.29  -0.07  -1.63
H  -1.78  0.42  1.05
H  -0.06  0.78  1.06
H  -1.29  -1.89  0.15
H  0.44  -1.56  0.29
H  0.19  -1.19  2.73
H  -1.56  -1.45  2.59
H  -0.42  -3.40  3.14
C  2.24  1.54  -1.76
H  2.04  2.61  -1.89
H  2.61  1.13  -2.70
H  2.96  1.41  -0.96
H  1.33  1.00  -1.49

Its structure (SMILES) is C=CCCCO.C. For the HOMO energy, the calculation gives -0.3436 Eh. The molar mass comes out at 102.177 g/mol.



Taking the most stable structure as the zero point, the relative energies in eV are 1 1.597; 2 0.000; 3 1.387; 4 0.695.